(1)
Density functional theory data (ωB97M-V/def2-TZVPD) for a 2-piece molecular cluster, C4H7O5 overall in a non-equilibrium geometry.

## Properties
Expectation value of S²: 0.75
Total charge: 0
Molar mass (u): 135.1
Highest occupied orbital energy (spin up / spin down) (eV): -10.3779 / -10.3778
Spin multiplicity: 2
HOMO-LUMO gap (spin up / spin down) (eV): 10.23 / 8.35

Structure (XYZ):
```
16
Properties=species:S:1:pos:R:3:forces:R:3
C -0.0545 -0.9949 -1.8378 0.357 0.533 0.002
C -0.4895 0.0070 -0.7865 -1.775 -0.703 2.434
C 0.4210 1.2260 -0.5123 -2.136 -0.882 -0.157
C 1.9015 1.0341 -0.3325 1.372 -0.326 0.528
O 2.5850 0.0275 -0.2859 -1.530 1.253 -0.416
O 0.0495 1.9275 0.6827 -0.349 -0.207 -0.622
O -1.3766 2.2568 0.6416 0.937 -0.567 0.129
O -1.5171 -0.0766 -0.0863 1.805 -1.013 -1.840
O -2.7659 -4.6683 -0.1322 0.916 2.445 0.164
H 0.7233 -0.3825 -2.3380 -0.142 -1.110 -0.390
H 0.4272 -1.8614 -1.2981 -0.410 0.933 -0.631
H -0.8345 -1.3588 -2.5668 0.692 0.551 1.044
H 0.1556 1.8060 -1.4143 0.625 0.516 0.075
H 2.2975 2.0407 -0.1182 0.588 -0.114 0.007
H -1.6988 1.3069 0.7224 -0.027 1.097 -0.173
H -2.4083 -3.6936 -0.0563 -0.921 -2.406 -0.154
```
Forces are in eV/Å.

(2)
Density functional theory data (ωB97M-V/def2-TZVPD) for C37H37Cl3N6ORbS2 as an isolated structure.

## Properties
Total charge: -1
Molar mass (u): 837.7
Highest occupied orbital energy (eV): -3.3347
Spin multiplicity: 1
HOMO-LUMO gap (eV): 5.01

Structure (XYZ):
```
87
Properties=species:S:1:pos:R:3:forces:R:3
Rb -1.4525 1.9129 0.9904 -0.456 -0.167 0.004
C -0.9229 2.4951 -2.5717 0.012 -0.018 -0.002
N -0.0004 2.0635 -1.5434 0.072 0.027 -0.085
C 0.1681 0.6193 -1.5585 0.020 -0.014 -0.002
C 1.2524 2.7540 -1.4735 -0.011 -0.005 0.002
C 1.7574 3.4415 -2.5652 0.003 0.009 0.002
C 2.9710 4.1233 -2.5071 -0.003 -0.005 0.001
C 3.6875 4.0926 -1.3216 0.002 0.004 0.006
C 3.2031 3.4054 -0.2203 0.001 0.001 0.008
C 1.9684 2.7223 -0.2363 -0.015 -0.004 -0.013
N 1.3834 2.1502 0.8533 0.066 0.011 -0.001
C 2.1098 1.6178 1.8695 0.028 -0.015 0.012
C 3.3762 1.0070 1.7249 -0.011 -0.002 -0.024
C 4.0048 0.3394 2.7638 0.009 -0.022 0.011
C 3.4137 0.2585 4.0150 -0.002 0.009 -0.005
C 2.1748 0.8701 4.2012 -0.009 -0.004 -0.015
C 1.5223 1.5336 3.1742 -0.054 0.023 0.004
N 0.2268 2.1075 3.3633 0.097 -0.026 0.089
C 0.2098 3.5650 3.3316 0.036 -0.015 -0.032
C -0.5565 1.5927 4.4632 -0.012 0.029 0.022
H -0.6375 2.1606 -3.5842 0.017 0.018 -0.012
H -1.0015 3.5813 -2.5719 -0.010 -0.002 0.015
H -1.9137 2.0841 -2.3595 0.005 -0.009 -0.004
H 0.6321 0.2817 -2.4987 0.005 -0.048 -0.042
H -0.8062 0.1239 -1.4627 0.038 0.010 0.002
H 0.7994 0.3147 -0.7244 -0.010 0.013 -0.009
H 1.1921 3.4532 -3.4892 0.002 0.000 -0.001
H 3.3379 4.6639 -3.3704 0.000 -0.001 -0.001
H 4.6302 4.6232 -1.2416 0.000 0.000 -0.001
H 3.7627 3.4249 0.7069 -0.001 -0.003 0.002
H 3.8401 1.0260 0.7463 0.002 0.007 0.002
H 4.9643 -0.1344 2.5844 0.000 0.002 0.000
H 3.8973 -0.2613 4.8323 -0.001 -0.002 0.000
H 1.7063 0.8217 5.1768 0.006 -0.004 0.001
H 0.6063 3.9916 4.2663 0.004 0.009 -0.005
H -0.8147 3.9286 3.1966 0.040 -0.018 0.021
H 0.8114 3.9155 2.4947 -0.017 -0.020 -0.016
H -0.2220 1.9526 5.4510 0.028 -0.015 -0.002
H -0.5297 0.5029 4.4640 -0.013 0.001 -0.014
H -1.5949 1.9137 4.3408 0.004 0.012 0.004
S -4.7392 3.1132 0.9702 0.097 -0.022 0.018
C -3.8459 4.5946 0.9591 0.012 -0.009 -0.006
C -4.4907 5.8418 1.1626 -0.035 -0.014 -0.006
C -3.7705 7.0101 1.1481 0.001 0.000 0.001
C -2.3904 6.9688 0.9319 -0.002 -0.009 0.000
C -1.8265 5.7230 0.7455 -0.034 0.026 -0.012
N -2.5093 4.5767 0.7567 0.036 0.108 -0.006
H -5.5594 5.8415 1.3270 0.001 0.002 0.002
H -4.2742 7.9583 1.3041 0.004 0.002 -0.001
H -1.7827 7.8632 0.9101 -0.002 0.001 0.001
H -0.7564 5.6269 0.5742 -0.002 -0.002 0.002
Cl -3.0849 -0.4348 -5.3401 0.003 -0.005 0.006
C -2.3581 -1.5970 -4.2783 -0.022 0.021 -0.009
C -3.1620 -2.3999 -3.4848 0.009 0.001 0.000
C -2.5598 -3.3148 -2.6416 0.014 -0.005 -0.004
C -1.1752 -3.4459 -2.5578 -0.030 -0.028 0.014
C -0.5703 -4.4849 -1.6454 0.015 0.004 0.018
C -1.1078 -4.4174 -0.2150 0.006 0.002 -0.013
N -0.7921 -3.1602 0.4212 -0.010 -0.046 0.085
C 0.4554 -2.7237 0.8128 0.011 0.008 -0.052
C 0.2630 -1.4935 1.3681 0.004 0.014 -0.005
N -1.0731 -1.1661 1.3299 0.010 0.092 0.058
C -1.6679 -2.1826 0.7634 0.006 0.022 -0.077
O -0.8471 -5.7845 -2.1726 0.009 0.000 -0.005
C 0.3179 -6.5872 -2.3287 0.013 0.031 0.012
C 0.9111 -6.9655 -1.0034 -0.024 -0.027 -0.002
C 2.0593 -6.4645 -0.4693 0.013 0.033 -0.012
Cl 3.1417 -5.3467 -1.1987 -0.003 -0.012 0.010
S 2.3680 -7.0319 1.1202 0.002 -0.003 0.009
C 0.9361 -7.9734 1.0944 -0.003 -0.014 0.000
C 0.2686 -7.8466 -0.0798 0.009 0.008 -0.001
C -0.4074 -2.6244 -3.3747 0.019 0.045 -0.009
Cl 1.3308 -2.7061 -3.3539 -0.001 -0.011 -0.009
C -0.9820 -1.7028 -4.2378 0.023 0.028 0.039
H -4.2373 -2.3017 -3.5283 0.001 -0.002 0.001
H -3.1863 -3.9559 -2.0345 -0.007 0.005 -0.002
H 0.5087 -4.3267 -1.6047 -0.011 0.007 0.002
H -0.6814 -5.2402 0.3599 0.015 -0.013 -0.005
H -2.1905 -4.5414 -0.2104 0.000 -0.012 0.002
H 1.3421 -3.3163 0.6592 0.001 0.002 -0.003
H 1.0016 -0.8198 1.7778 -0.011 -0.010 0.014
H -2.7256 -2.2696 0.5646 0.000 0.003 0.007
H 1.0571 -6.0656 -2.9430 0.005 -0.005 -0.003
H -0.0073 -7.4781 -2.8657 -0.021 0.004 0.009
H 0.6678 -8.5710 1.9502 0.002 0.002 0.001
H -0.6646 -8.3465 -0.2983 0.001 -0.002 0.002
H -0.3602 -1.0710 -4.8547 0.004 0.013 0.010
```
Forces are in eV/Å.

(3)
Density functional theory data (ωB97M-V/def2-TZVPD) for one molecule with the formula C4H8N2.

## Properties
Total charge: 0
Molar mass (u): 84.1
Highest occupied orbital energy (eV): -9.2831
Spin multiplicity: 1
HOMO-LUMO gap (eV): 10.35
SMILES: C1N[C@H]1[C@H]1CN1

Structure (XYZ):
```
14
Properties=species:S:1:pos:R:3:forces:R:3
C -1.7312 0.6752 0.0431 -0.237 0.062 -0.188
N -1.0150 0.9531 1.2799 0.132 -0.123 0.307
C -0.2970 1.0507 0.0239 0.065 0.004 -0.306
C 0.5367 -0.0676 -0.5378 0.113 0.058 -0.148
C 1.7896 -0.7171 -0.0677 0.210 0.174 -0.009
N 0.4877 -1.3213 0.1935 -0.214 -0.307 -0.048
H -2.5112 1.3604 -0.2731 0.083 0.055 0.247
H -1.9228 -0.3730 -0.1849 -0.055 0.181 0.014
H -0.7910 0.0806 1.7523 0.042 -0.012 -0.115
H -0.0055 2.0650 -0.2396 -0.026 -0.164 -0.060
H 0.4085 -0.1157 -1.6210 0.031 -0.096 0.115
H 2.3535 -0.3890 0.8012 -0.233 0.052 -0.056
H 2.3960 -1.1639 -0.8566 -0.036 0.121 0.208
H 0.2930 -2.1091 -0.4129 0.126 -0.005 0.038
```
Forces are in eV/Å.